{
  "formula": "C3H6NS2",
  "method": "ωB97M-V with the def2-TZVPD basis set",
  "charge": 1,
  "homo_energy_ev": -12.82,
  "fmax_ha_per_bohr": 0.0903,
  "species": ["C", "C", "C", "N", "S", "S", "H", "H", "H", "H", "H", "H"],
  "positions_angstrom": [[-2.006, 0.423, -0.469], [-0.768, 0.025, -0.673], [1.405, -1.526, 0.238], [2.333, -0.598, 0.386], [-3.223, -0.564, 0.326], [-0.300, -1.495, -0.121], [-2.424, 1.429, -0.844], [-0.061, 0.635, -1.295], [1.624, -2.578, 0.340], [-4.176, 0.302, 0.584], [2.073, 0.298, 0.610], [3.315, -0.851, 0.841]]
}

***

{
  "formula": "C31H38Cl44F3N3O3PS",
  "method": "ωB97M-V with the def2-TZVPD basis set",
  "charge": 1,
  "homo_energy_ev": -11.95,
  "fmax_ha_per_bohr": 0.0626,
  "species": ["C", "C", "C", "N", "P", "N", "C", "S", "N", "C", "C", "C", "C", "C", "O", "C", "C", "C", "C", "C", "C", "O", "C", "C", "O", "C", "C", "C", "F", "F", "F", "H", "H", "H", "H", "H", "H", "H", "H", "H", "H", "H", "H", "H", "H", "H", "H", "H", "H", "H", "H", "H", "H", "H", "H", "H", "H", "H", "H", "H", "H", "H", "H", "H", "H", "H", "H", "H", "H", "C", "Cl", "Cl", "Cl", "Cl", "C", "Cl", "Cl", "Cl", "Cl", "C", "Cl", "Cl", "Cl", "Cl", "C", "Cl", "Cl", "Cl", "Cl", "C", "Cl", "Cl", "Cl", "Cl", "C", "Cl", "Cl", "Cl", "Cl", "C", "Cl", "Cl", "Cl", "Cl", "C", "Cl", "Cl", "Cl", "Cl", "C", "Cl", "Cl", "Cl", "Cl", "C", "Cl", "Cl", "Cl", "Cl", "C", "Cl", "Cl", "Cl", "Cl"],
  "positions_angstrom": [[-4.418, 1.130, 1.311], [-3.931, 0.524, 0.397], [-3.215, -0.238, -0.641], [-1.750, -0.571, -0.456], [-1.674, -2.058, -1.625], [-2.522, -1.868, -2.932], [-0.859, 0.627, -0.941], [-0.791, 0.775, -2.792], [-1.384, 1.879, -0.469], [-2.121, 2.833, -1.272], [-2.753, 3.863, -0.274], [0.686, 0.515, -0.566], [1.601, -0.161, -1.659], [2.866, -0.826, -1.057], [2.641, -2.198, -0.785], [3.171, -2.596, 0.471], [4.730, -2.735, 0.449], [1.388, 1.893, -0.300], [1.360, 2.928, -1.438], [1.121, 2.515, 1.106], [2.252, 2.187, 2.111], [0.980, -0.225, 0.628], [0.154, -1.316, 0.919], [-1.371, -0.970, 0.948], [-1.584, 0.025, 1.871], [-0.726, 0.234, 2.976], [-1.374, 1.339, 3.861], [-2.042, -2.278, 1.473], [-3.316, -2.482, 1.120], [-1.363, -3.398, 1.134], [-2.066, -2.297, 2.805], [-5.061, 1.547, 2.059], [-3.804, -1.156, -0.778], [-3.360, 0.287, -1.588], [-0.338, -2.444, -1.818], [-2.311, -3.128, -0.964], [-1.892, -1.975, -3.726], [-2.078, 0.806, -3.197], [-1.653, 1.906, 0.503], [-1.516, 3.469, -1.926], [-2.984, 2.464, -1.843], [-3.623, 4.298, -0.777], [-3.146, 3.372, 0.622], [-2.073, 4.686, -0.046], [1.127, -0.990, -2.194], [1.964, 0.543, -2.411], [3.610, -0.785, -1.872], [3.310, -0.275, -0.222], [2.787, -3.610, 0.647], [2.828, -1.989, 1.319], [5.131, -2.191, 1.307], [5.090, -2.352, -0.509], [4.989, -3.795, 0.500], [2.449, 1.609, -0.223], [0.577, 3.665, -1.237], [1.332, 2.525, -2.449], [2.304, 3.485, -1.361], [1.170, 3.602, 0.943], [0.119, 2.317, 1.486], [1.838, 2.065, 3.122], [2.788, 1.266, 1.857], [2.988, 2.995, 2.191], [0.455, -1.771, 1.866], [0.385, -2.106, 0.180], [0.288, 0.584, 2.764], [-0.578, -0.622, 3.647], [-1.854, 0.929, 4.750], [-0.666, 2.141, 4.080], [-2.173, 1.804, 3.265], [-1.473, -7.419, -0.209], [-0.133, -8.403, 0.390], [-1.376, -5.798, 0.515], [-1.379, -7.314, -1.978], [-3.006, -8.159, 0.270], [3.436, -1.630, 4.846], [4.132, -3.173, 4.338], [2.420, -1.876, 6.269], [4.723, -0.483, 5.218], [2.449, -0.970, 3.525], [-3.624, -9.741, -4.334], [-1.925, -9.755, -4.838], [-4.554, -8.712, -5.431], [-4.264, -11.387, -4.381], [-3.737, -9.104, -2.689], [5.953, 3.945, -1.913], [4.823, 3.021, -0.907], [7.422, 2.986, -2.143], [5.193, 4.294, -3.472], [6.357, 5.466, -1.115], [-5.308, 7.102, -0.657], [-3.974, 6.878, -1.802], [-5.985, 8.718, -0.850], [-6.557, 5.888, -0.968], [-4.699, 6.910, 0.995], [1.656, -10.638, 3.118], [3.003, -11.599, 3.732], [1.739, -9.003, 3.791], [1.752, -10.548, 1.351], [0.127, -11.390, 3.582], [-2.784, 11.806, -0.328], [-1.344, 12.385, -1.174], [-2.614, 12.109, 1.405], [-4.209, 12.655, -0.939], [-2.975, 10.069, -0.606], [6.305, 0.504, -5.468], [6.559, -1.245, -5.539], [5.142, 0.983, -6.711], [5.677, 0.946, -3.875], [7.839, 1.337, -5.741], [5.913, 3.441, 6.263], [6.652, 1.907, 5.780], [4.898, 3.180, 7.686], [7.178, 4.610, 6.642], [4.917, 4.054, 4.933], [-10.416, 4.126, -0.457], [-10.839, 2.618, 0.363], [-10.160, 5.400, 0.741], [-8.925, 3.889, -1.387], [-11.720, 4.592, -1.550], [1.913, -5.658, -3.656], [3.057, -4.940, -4.793], [0.596, -4.512, -3.345], [1.222, -7.124, -4.342], [2.737, -6.045, -2.141]]
}

***

{
  "formula": "C10H24GaNa",
  "method": "ωB97M-V with the def2-TZVPD basis set",
  "homo_energy_ev": -7.95,
  "fmax_ha_per_bohr": 0.0194,
  "species": ["C", "C", "C", "C", "C", "C", "C", "C", "C", "C", "Ga", "H", "H", "H", "H", "H", "H", "H", "H", "H", "H", "H", "H", "H", "H", "H", "H", "H", "H", "H", "H", "H", "H", "H", "H", "Na"],
  "positions_angstrom": [[2.739, -0.860, 1.118], [2.563, -0.433, -0.346], [2.777, 1.065, -0.624], [1.751, 1.658, -1.585], [0.297, 1.752, -1.074], [0.114, 1.697, 0.437], [-1.336, 1.857, 0.892], [-2.227, 0.586, 0.842], [-1.867, -0.544, -0.120], [-2.614, -1.866, 0.121], [-1.309, -3.412, -0.300], [2.001, -1.606, 1.403], [3.728, -1.279, 1.290], [2.634, -0.009, 1.793], [1.579, -0.743, -0.701], [3.279, -0.994, -0.947], [3.762, 1.217, -1.067], [2.795, 1.616, 0.318], [2.085, 2.646, -1.903], [1.758, 1.037, -2.483], [-0.299, 0.977, -1.552], [-0.132, 2.699, -1.410], [0.527, 0.778, 0.852], [0.697, 2.508, 0.880], [-1.320, 2.204, 1.927], [-1.811, 2.658, 0.324], [-2.311, 0.182, 1.853], [-3.221, 0.939, 0.544], [-2.100, -0.208, -1.129], [-0.800, -0.738, -0.050], [-2.913, -1.958, 1.172], [-3.515, -1.954, -0.504], [-0.096, -3.160, 0.727], [-2.028, -4.825, -0.129], [-0.808, -3.116, -1.798], [-4.382, -0.370, 1.229]]
}

***

{
  "formula": "H3N3O2",
  "method": "ωB97M-V with the def2-TZVPD basis set",
  "homo_energy_ev": [-8.95, -8.86],
  "fmax_ha_per_bohr": 0.0730,
  "species": ["N", "N", "N", "O", "O", "H", "H", "H"],
  "positions_angstrom": [[-0.366, -0.404, -0.997], [0.037, 0.573, 0.750], [0.323, -1.280, -0.612], [-0.853, 0.122, -2.032], [0.695, -0.289, 1.368], [-0.909, 0.794, 1.057], [0.552, 1.375, 0.414], [0.529, -1.995, -1.330]]
}

***

{
  "formula": "C19H13Co2N2O6",
  "method": "ωB97M-V with the def2-TZVPD basis set",
  "charge": -1,
  "homo_energy_ev": -3.44,
  "fmax_ha_per_bohr": 0.0944,
  "species": ["O", "C", "Co", "C", "O", "C", "O", "C", "C", "C", "C", "C", "C", "C", "C", "C", "Co", "C", "O", "C", "O", "C", "O", "H", "H", "H", "H", "H", "H", "H", "C", "C", "C", "N", "C", "N", "H", "H", "H", "H", "H", "H"],
  "positions_angstrom": [[-0.887, -4.354, 4.310], [-0.225, -3.964, 3.446], [0.642, -3.467, 1.987], [0.885, -5.087, 1.376], [0.909, -6.152, 0.920], [-0.641, -3.263, 0.802], [-1.470, -3.291, -0.007], [2.358, -2.504, 1.264], [2.431, -1.566, 0.252], [2.944, -1.296, -0.977], [2.250, -0.660, -2.078], [2.426, -1.310, -3.323], [1.599, -1.027, -4.404], [0.657, 0.013, -4.288], [0.581, 0.778, -3.114], [1.417, 0.489, -2.030], [1.772, -0.877, 1.757], [0.950, -1.294, 3.338], [0.605, -1.182, 4.442], [0.364, -0.359, 0.840], [-0.607, -0.095, 0.251], [2.692, 0.655, 2.029], [3.173, 1.683, 2.213], [3.212, -3.145, 1.539], [3.928, -1.706, -1.221], [3.190, -2.089, -3.384], [1.689, -1.605, -5.332], [0.008, 0.233, -5.135], [-0.124, 1.610, -3.052], [1.477, 1.154, -1.166], [-4.861, 4.027, 0.596], [-3.452, 3.574, 0.631], [-2.808, 2.478, 0.075], [-1.451, 2.552, 0.381], [-1.259, 3.615, 1.142], [-2.462, 4.262, 1.309], [-5.422, 3.336, -0.050], [-5.331, 4.005, 1.595], [-4.964, 5.040, 0.167], [-3.256, 1.695, -0.526], [-0.340, 3.982, 1.579], [-2.600, 5.109, 1.845]]
}

***

{
  "formula": "C5H8O2",
  "method": "ωB97M-V with the def2-TZVPD basis set",
  "homo_energy_ev": -9.87,
  "fmax_ha_per_bohr": 0.0076,
  "smiles": "C[C@H]1OC12COC2",
  "species": ["C", "C", "O", "C", "C", "O", "C", "H", "H", "H", "H", "H", "H", "H", "H"],
  "positions_angstrom": [[1.994, -0.391, 0.495], [0.914, 0.647, 0.352], [0.599, 1.004, -1.003], [-0.372, 0.326, -0.257], [-1.783, 0.819, -0.005], [-2.265, -0.534, -0.054], [-1.012, -1.017, -0.570], [2.018, -0.813, 1.505], [1.831, -1.200, -0.223], [2.973, 0.054, 0.285], [0.967, 1.498, 1.036], [-1.971, 1.315, 0.951], [-2.180, 1.415, -0.838], [-1.060, -1.224, -1.647], [-0.653, -1.899, -0.027]]
}

***

{
  "formula": "C20H17ClNO7",
  "method": "ωB97M-V with the def2-TZVPD basis set",
  "charge": -1,
  "homo_energy_ev": -3.10,
  "fmax_ha_per_bohr": 0.0071,
  "species": ["C", "O", "C", "N", "Cl", "H", "H", "H", "H", "H", "C", "C", "C", "O", "C", "C", "C", "O", "H", "H", "H", "H", "C", "C", "C", "O", "C", "C", "C", "O", "H", "H", "H", "H", "C", "C", "C", "O", "C", "C", "C", "O", "H", "H", "H", "H"],
  "positions_angstrom": [[3.104, -5.317, -1.427], [1.966, -4.881, -0.749], [1.365, -3.665, -1.362], [0.031, -3.450, -1.076], [-0.953, -4.547, -2.121], [2.861, -6.002, -2.255], [3.683, -4.481, -1.850], [3.756, -5.851, -0.727], [1.895, -2.802, -0.928], [1.599, -3.753, -2.442], [0.751, 0.865, 1.620], [-0.386, 1.418, 2.027], [-1.704, 0.896, 1.573], [-2.728, 1.425, 1.981], [-1.708, -0.256, 0.654], [-0.575, -0.822, 0.231], [0.738, -0.288, 0.682], [1.778, -0.778, 0.292], [1.721, 1.225, 1.930], [-0.417, 2.266, 2.701], [-2.677, -0.630, 0.347], [-0.508, -1.716, -0.418], [-7.797, 1.181, -1.488], [-6.657, 0.930, -2.123], [-5.363, 0.869, -1.389], [-4.327, 0.654, -1.976], [-5.393, 1.091, 0.080], [-6.539, 1.344, 0.709], [-7.828, 1.411, -0.020], [-8.874, 1.643, 0.552], [-8.753, 1.233, -1.995], [-6.603, 0.760, -3.191], [-4.446, 1.041, 0.605], [-6.587, 1.513, 1.777], [4.306, 2.228, -0.028], [5.464, 1.821, -0.541], [6.715, 1.858, 0.257], [7.776, 1.503, -0.209], [6.622, 2.351, 1.657], [5.464, 2.755, 2.171], [4.217, 2.732, 1.365], [3.161, 3.103, 1.833], [3.377, 2.202, -0.584], [5.555, 1.442, -1.550], [7.548, 2.358, 2.218], [5.367, 3.118, 3.186]]
}

***

{
  "formula": "C4H9NO",
  "method": "ωB97M-V with the def2-TZVPD basis set",
  "homo_energy_ev": -9.39,
  "fmax_ha_per_bohr": 0.0142,
  "smiles": "CCN(C)C=O",
  "species": ["C", "C", "O", "C", "N", "C", "H", "H", "H", "H", "H", "H", "H", "H", "H"],
  "positions_angstrom": [[1.507, 1.111, 0.521], [-0.007, 0.971, 0.348], [-0.414, -0.919, 2.076], [-0.563, -1.255, 0.916], [-0.420, -0.398, -0.132], [-0.583, -0.947, -1.499], [1.879, 0.438, 1.302], [2.006, 0.872, -0.419], [1.794, 2.132, 0.808], [-0.456, 1.150, 1.339], [-0.413, 1.737, -0.313], [-0.828, -2.293, 0.643], [-1.414, -0.510, -2.070], [-0.818, -2.022, -1.422], [0.314, -0.896, -2.130]]
}

***

{
  "formula": "C10H10BClErF4",
  "method": "ωB97M-V with the def2-TZVPD basis set",
  "charge": -1,
  "s2": 3.75,
  "multiplicity": 4,
  "homo_energy_ev": [-2.65, -2.65],
  "fmax_ha_per_bohr": 0.0326,
  "species": ["C", "C", "C", "H", "C", "C", "H", "H", "H", "H", "Er", "Cl", "C", "C", "C", "H", "C", "C", "H", "H", "H", "H", "F", "B", "F", "F", "F"],
  "positions_angstrom": [[0.920, -2.357, 1.669], [1.004, -1.894, 0.332], [-0.318, -1.588, -0.120], [1.918, -1.831, -0.277], [-1.210, -1.805, 0.985], [-0.426, -2.305, 2.066], [-0.837, -2.688, 3.017], [1.749, -2.737, 2.280], [-0.623, -1.229, -1.128], [-2.297, -1.757, 0.952], [0.199, 0.205, 1.372], [1.543, 1.802, 0.120], [0.115, 2.588, -2.583], [-1.112, 1.972, -2.969], [-0.800, 0.749, -3.637], [-2.104, 2.405, -2.870], [0.621, 0.610, -3.664], [1.187, 1.743, -3.013], [2.248, 1.966, -2.940], [0.220, 3.569, -2.129], [-1.510, 0.087, -4.123], [1.173, -0.171, -4.182], [-1.120, 0.964, 3.032], [-0.355, 0.544, 4.284], [-0.911, -0.654, 4.713], [0.949, 0.278, 3.602], [-0.221, 1.533, 5.210]]
}

***

{
  "formula": "CH2N3P",
  "method": "ωB97M-V with the def2-TZVPD basis set",
  "s2": 2.04,
  "multiplicity": 3,
  "homo_energy_ev": [-6.59, -10.59],
  "fmax_ha_per_bohr": 0.1143,
  "species": ["C", "N", "N", "N", "P", "H", "H"],
  "positions_angstrom": [[0.889, 0.643, 0.642], [0.272, 0.246, -0.528], [0.445, 0.261, 1.783], [-0.876, -0.682, 1.641], [-0.942, -0.695, 0.112], [1.835, 1.114, 0.824], [-1.728, -1.534, -0.763]]
}

***

{
  "formula": "C26H30N4O3",
  "method": "ωB97M-V with the def2-TZVPD basis set",
  "homo_energy_ev": -7.76,
  "fmax_ha_per_bohr": 0.0122,
  "smiles": "O=c1[nH]c2ccccc2c(=O)n1C[C@H]1CC[C@@H](C(=O)N2CCN(c3ccccc3)CC2)CC1",
  "species": ["O", "C", "N", "C", "H", "C", "N", "C", "C", "C", "C", "C", "C", "H", "H", "H", "H", "H", "C", "H", "C", "H", "H", "H", "H", "H", "H", "C", "C", "C", "C", "C", "C", "H", "H", "H", "H", "C", "N", "C", "O", "N", "C", "C", "C", "C", "C", "C", "C", "O", "H", "H", "H", "H", "H", "H", "H", "H", "H", "H", "H", "H", "H"],
  "positions_angstrom": [[-0.467, -1.093, -1.582], [-1.629, -1.110, -1.219], [-2.566, -0.390, -1.897], [-3.927, -0.099, -1.521], [-4.541, -0.176, -2.426], [-4.014, 1.341, -0.940], [-2.871, 2.124, -1.356], [-1.829, 2.365, -0.464], [-0.489, 2.367, -0.858], [0.514, 2.688, 0.036], [0.220, 3.006, 1.350], [-1.104, 3.010, 1.753], [-2.113, 2.709, 0.862], [-3.138, 2.766, 1.200], [-1.355, 3.263, 2.773], [0.998, 3.248, 2.057], [1.537, 2.681, -0.314], [-0.206, 2.106, -1.864], [-2.594, 1.898, -2.755], [-1.852, 2.615, -3.106], [-2.134, 0.445, -3.005], [-2.563, 0.060, -3.938], [-1.048, 0.362, -3.060], [-3.527, 2.094, -3.295], [-4.054, 1.299, 0.147], [-4.931, 1.825, -1.297], [-4.306, -0.814, -0.795], [-2.119, -1.956, -0.051], [-2.108, -1.138, 1.250], [-0.687, -0.871, 1.732], [0.037, -2.193, 1.981], [0.120, -2.957, 0.661], [-1.278, -3.229, 0.115], [-1.197, -3.733, -0.851], [-1.809, -3.897, 0.800], [0.671, -2.370, -0.071], [0.647, -3.902, 0.802], [1.414, -1.998, 2.630], [2.292, -1.137, 1.852], [2.299, 0.204, 2.182], [1.686, 0.663, 3.119], [3.083, 1.005, 1.391], [3.816, 0.571, 0.314], [4.522, 1.457, -0.497], [5.258, 0.972, -1.558], [5.307, -0.392, -1.824], [4.614, -1.273, -1.022], [3.862, -0.801, 0.052], [3.117, -1.734, 0.904], [3.200, -2.940, 0.815], [4.630, -2.337, -1.200], [5.886, -0.757, -2.657], [5.802, 1.661, -2.187], [4.487, 2.517, -0.288], [3.066, 1.990, 1.618], [1.295, -1.534, 3.612], [1.913, -2.965, 2.729], [-0.551, -2.784, 2.694], [-0.154, -0.296, 0.970], [-0.712, -0.270, 2.642], [-2.623, -0.187, 1.103], [-2.649, -1.699, 2.017], [-3.144, -2.278, -0.263]]
}

***

{
  "formula": "C6H12NO",
  "method": "ωB97M-V with the def2-TZVPD basis set",
  "charge": -1,
  "homo_energy_ev": -1.74,
  "fmax_ha_per_bohr": 0.0945,
  "species": ["C", "O", "C", "C", "C", "C", "C", "N", "H", "H", "H", "H", "H", "H", "H", "H", "H", "H", "H", "H"],
  "positions_angstrom": [[0.259, 0.259, 2.174], [0.643, -0.771, 2.810], [-0.203, -0.429, 0.370], [1.208, -0.170, -0.250], [0.027, 0.129, -1.207], [-0.277, 1.463, -1.675], [-1.237, 1.551, -2.820], [-0.222, -1.925, 0.565], [0.908, 1.189, 2.257], [-0.762, 0.681, 2.428], [-1.244, -0.151, 0.439], [1.717, 0.770, -0.059], [1.774, -1.001, -0.629], [-0.157, -0.832, -1.702], [-0.274, 2.255, -0.939], [-0.935, 1.118, -3.785], [-2.229, 1.062, -2.737], [-1.491, 2.615, -2.997], [0.757, -2.182, 0.519], [-0.358, -2.122, 1.559]]
}